C5H9N3 | ωB97M-V/def2-TZVPD

Computed properties:
Structure (SMILES): CC1=N[C@@H]2[C@H](N)[C@@H]2N1
Largest force on an atom: 0.083 hartree/bohr
Kohn-Sham gap: 9.21 eV
Energy above the lowest of the compared OMol25 structures with the same formula, charge and spin: 3.218 eV
Energy: -360.0790 Ha

Last columns: bonded neighbours and bond lengths (Å).
Positions of all 17 atoms, in Å:
1 C 0.80 2.37 -0.08  C2 1.618, H6 1.073, H7 1.110, H8 1.157
2 C -0.06 1.00 -0.18  C1 1.618, N15 1.318, N17 1.362
3 C -1.32 -0.68 0.27  C4 1.544, C5 1.559, H9 1.191, N15 1.428
4 C -0.29 -1.82 0.41  C3 1.544, C5 1.567, H10 1.173, N16 1.466
5 C -0.47 -1.10 -0.96  C3 1.559, C4 1.567, H13 1.169, N17 1.452
6 H 1.68 2.17 0.49  C1 1.073
7 H 0.10 3.16 0.26  C1 1.110
8 H 1.10 2.66 -1.16  C1 1.157
9 H -2.36 -1.18 0.54  C3 1.191
10 H -0.77 -2.88 0.62  C4 1.173
11 H 0.39 -0.55 1.93  N16 1.170
12 H 1.67 -1.45 0.87  N16 1.064
13 H -1.17 -1.44 -1.83  C5 1.169
14 H 0.66 0.49 -2.11  N17 1.045
15 N -0.91 0.61 0.75  C2 1.318, C3 1.428
16 N 0.75 -1.53 1.40  C4 1.466, H11 1.170, H12 1.064
17 N 0.20 0.17 -1.23  C2 1.362, C5 1.452, H14 1.045

Atom charges from the Löwdin analysis, given in e for atoms 1 to 8: C 0.00; C -0.40; C -0.30; C -0.32; C -0.17; H 0.05; H 0.07; H 0.08